[1]
2 unconnected molecules or ions with the total composition C2HNO4S in a non-equilibrium geometry, computed with ωB97M-V/def2-TZVPD.

Geometry (Å):
C -1.428987 1.949747 2.175782
C -1.615370 -0.925952 1.561494
N 0.836759 1.158143 -1.171098
O -1.700515 3.126160 1.888974
O -2.779681 -1.275552 1.666562
O -1.231110 1.334860 3.177050
O -0.573983 -1.382319 1.871189
S -1.497447 0.853863 0.612671
H 1.725449 0.729405 -0.689392

Cartesian forces, eV/Å:
-0.9 1.1 -2.3
-2.1 1.5 -1.0
1.3 -0.7 0.7
0.3 0.3 0.3
-1.1 -0.2 0.0
0.6 -0.8 2.6
3.2 -1.4 0.8
0.4 -0.5 -0.6
-1.8 0.7 -0.5

Properties
Total charge ... -2
HOMO (spin up / spin down) ... 0.0027 / -0.0079 Eh
HOMO-LUMO gap (spin up / spin down) ... 6.1 / 6.8 eV
Multiplicity ... 1

Atom charges from the Mulliken analysis, given in e for atoms 1 to 4: atom 1 (C): 0.58, atom 2 (C): 0.63, atom 3 (N): -0.35, atom 4 (O): -0.70



[2]
A molecular structure, C8H13ClNO5RuSSeSi, computed with ωB97M-V/def2-TZVPD.

Geometry (Å):
Ru -0.421419 0.333267 1.608259
O -3.049311 0.597662 4.573936
Cl -1.811587 -0.014869 4.250987
O -1.289184 -0.790564 5.317035
O -1.942954 -0.838850 3.022801
O -0.820448 1.014599 3.826425
O 0.740241 2.065868 2.096015
N 1.576243 2.696412 1.292218
C 2.210352 3.777944 1.809084
C 3.090951 4.489133 1.049874
C 3.326387 4.081024 -0.270554
C 2.673763 2.986388 -0.767726
C 1.766265 2.259168 0.025507
S 0.891232 0.880511 -0.476880
H 1.946541 3.991368 2.832947
H 3.585298 5.346969 1.480101
H 4.020262 4.628173 -0.893985
H 2.831200 2.644213 -1.780409
C -2.775851 -3.843462 -1.516409
Si -1.358260 -2.675515 -1.784097
C 0.273075 -3.552455 -1.942117
C -1.673930 -1.482132 -3.173732
Se -1.193485 -1.423504 0.136936
H -2.910563 -4.485169 -2.391722
H -3.702724 -3.293566 -1.347270
H -2.594772 -4.476929 -0.647176
H 0.267446 -4.197486 -2.825391
H 0.474000 -4.175231 -1.069465
H 1.085464 -2.831886 -2.046008
H -1.777702 -2.019101 -4.120954
H -0.846208 -0.777060 -3.263717
H -2.590320 -0.914917 -3.004513

Cartesian forces, eV/Å:
0.3 0.3 -0.1
0.0 0.0 0.0
0.2 0.1 -0.3
0.0 0.0 0.0
-0.1 0.0 0.2
-0.2 -0.2 0.1
0.1 0.2 0.1
-0.1 -0.1 0.2
0.0 0.0 -0.1
0.0 0.0 0.0
0.0 0.1 0.1
-0.1 -0.1 0.0
0.1 0.2 0.1
0.0 0.0 0.0
0.0 0.0 0.0
0.0 0.0 0.0
0.0 0.0 0.0
0.0 0.0 0.0
0.0 0.0 0.0
0.2 0.2 -0.1
0.0 -0.1 -0.1
0.0 0.0 -0.1
-0.6 -0.6 0.3
0.0 0.0 0.0
0.0 0.0 0.0
0.0 0.0 0.0
0.0 0.0 0.0
0.0 0.0 0.0
0.0 0.0 0.0
0.0 0.0 0.0
0.0 0.0 0.0
0.0 0.0 0.0

Properties
⟨S²⟩ ... 8.773
HOMO (spin up / spin down) ... -0.2921 / -0.3256 Eh
HOMO-LUMO gap (spin up / spin down) ... 8.0 / 6.6 eV
Multiplicity ... 6

Atom charges from the Mulliken analysis, given in e for atoms 1 to 4: atom 1 (Ru): 0.58, atom 2 (O): -0.58, atom 3 (Cl): 2.00, atom 4 (O): -0.58



[3]
A molecular structure, C28H26N3O2Re, computed with ωB97M-V/def2-TZVPD.

Geometry (Å):
Re -0.708801 -0.070294 -0.497354
C -1.334806 0.737170 -3.616981
O -0.413343 0.245687 -2.625917
C 0.935871 0.171230 -2.974719
C 1.393566 0.300771 -4.269777
C 2.757714 0.211262 -4.512562
C 3.644026 -0.000230 -3.469949
C 3.179451 -0.123191 -2.170963
C 1.818281 -0.036819 -1.914345
N 1.240225 -0.152690 -0.617803
N 2.068502 -0.362288 0.365128
C 1.748922 -0.461467 1.639235
C 0.402724 -0.409434 2.190483
O -0.648193 -0.236887 1.466061
C 0.217529 -0.562022 3.586132
C 1.277649 -0.751868 4.408817
C 2.622716 -0.807924 3.932241
C 3.691663 -0.999739 4.822057
C 4.983483 -1.050076 4.358720
C 5.232535 -0.908509 2.991842
C 4.196799 -0.718493 2.102092
C 2.874802 -0.666709 2.554604
H -1.015751 1.719542 -3.961626
H -2.298093 0.814107 -3.125763
H -1.393072 0.033530 -4.445268
H 0.714055 0.467865 -5.092439
H 3.122076 0.308906 -5.525523
H 4.704990 -0.067255 -3.665673
H 3.861384 -0.282567 -1.350044
H -0.797387 -0.518161 3.956287
H 1.113489 -0.867332 5.473674
H 3.480767 -1.105398 5.878859
H 5.804537 -1.197594 5.046559
H 6.249741 -0.947472 2.625960
H 4.402493 -0.608801 1.048338
C -3.096018 -3.795763 -0.292538
C -2.549643 -2.445180 0.162000
C -3.684243 -1.491122 0.527711
C -1.660457 -1.845175 -0.935213
H -3.728015 -4.228832 0.483168
H -2.290595 -4.498672 -0.508057
H -3.701056 -3.682275 -1.194933
H -1.929538 -2.603307 1.049890
H -4.319586 -1.301665 -0.342077
H -3.306668 -0.533054 0.897039
H -4.314023 -1.916246 1.308923
H -2.260437 -1.653980 -1.839138
H -0.869298 -2.547135 -1.234632
N -4.217700 6.437226 0.118876
C -3.683716 5.426893 0.004271
C -3.009746 4.170562 -0.140218
C -1.672055 4.053600 0.238800
C -1.025701 2.838558 0.107765
C -1.684108 1.728494 -0.428806
C -3.017211 1.861980 -0.819893
C -3.682551 3.067352 -0.660213
H -1.152585 4.911614 0.643362
H 0.010860 2.766161 0.425547
H -3.565926 1.021825 -1.232342
H -4.720515 3.161280 -0.949649

Cartesian forces, eV/Å:
-0.1 0.0 -0.2
-0.1 0.0 -0.1
0.1 -0.1 0.3
0.1 0.0 0.1
0.0 0.0 -0.1
0.0 0.0 0.0
0.0 0.0 0.0
-0.1 0.0 0.0
0.2 0.0 -0.2
-0.6 0.1 0.1
0.3 0.0 0.1
-0.3 0.0 -0.2
0.3 0.0 -0.1
-0.1 -0.1 0.2
-0.1 0.0 0.1
-0.1 0.0 0.0
0.2 0.0 -0.2
-0.1 0.0 0.0
0.0 0.0 0.0
0.0 0.0 0.0
0.0 0.0 0.0
0.1 0.0 0.2
0.0 0.0 0.0
0.0 0.0 0.0
0.0 0.0 0.0
0.0 0.0 0.0
0.0 0.0 0.0
0.0 0.0 0.0
0.0 0.0 0.0
0.0 0.0 0.0
0.0 0.0 0.0
0.0 0.0 0.0
0.0 0.0 0.0
0.0 0.0 0.0
0.0 0.0 0.0
0.0 0.0 0.0
0.0 0.1 0.1
0.1 0.0 0.0
-0.1 0.0 -0.2
0.0 0.0 0.0
0.0 0.0 0.0
0.0 0.0 0.0
0.0 0.0 0.0
0.0 0.0 0.0
0.0 0.0 0.0
0.0 0.0 0.0
0.0 0.0 0.0
0.1 0.0 0.1
0.0 0.0 0.0
-0.1 0.1 0.0
0.2 -0.2 0.0
-0.1 0.1 0.0
0.1 -0.1 0.0
0.2 0.0 0.0
-0.1 0.0 0.0
0.0 0.0 0.0
0.0 0.0 0.0
0.0 0.0 0.0
0.0 0.0 0.0
0.0 0.0 0.0

Properties
Total charge ... +1
⟨S²⟩ ... 0.766
HOMO (spin up / spin down) ... -0.4069 / -0.4080 Eh
HOMO-LUMO gap (spin up / spin down) ... 6.5 / 6.0 eV
Multiplicity ... 2

Atom charges from the Mulliken analysis, given in e for atoms 1 to 4: atom 1 (Re): 1.43, atom 2 (C): -1.07, atom 3 (O): -0.26, atom 4 (C): 0.94



[4]
A molecular structure, C8H4CeCl3NO3Yb in a non-equilibrium geometry, computed with ωB97M-V/def2-TZVPD.

Geometry (Å):
Yb -2.011235 -1.693970 -3.882675
Ce 0.207033 -0.109631 0.507218
Cl -1.221457 -2.093906 -1.576318
Cl -0.851730 1.917922 -0.550602
C 2.071062 1.466074 1.298139
C -0.136226 -2.221646 -5.268304
C -0.603552 0.137472 -4.497098
O 2.784561 2.345843 1.547287
O 0.847560 -2.294380 -5.867893
O 0.261504 0.882401 -4.691780
Cl -3.594894 -0.036506 5.294198
C -2.581100 -0.778786 4.129334
C -2.262225 -2.137901 4.251403
C -1.446349 -2.724116 3.289672
C -0.969955 -1.953766 2.228772
N -1.258860 -0.619070 2.146333
C -2.077911 -0.024783 3.075123
H -2.659891 -2.701731 5.088680
H -1.169987 -3.777768 3.325321
H -0.393326 -2.420128 1.397773
H -2.288822 1.030575 2.944415

Cartesian forces, eV/Å:
-2.4 -0.7 -0.4
0.1 0.8 -3.6
0.9 0.5 1.6
0.5 -1.0 0.6
4.5 5.4 1.6
5.5 -1.2 -3.6
4.6 5.0 -0.9
-3.5 -4.5 -1.2
-4.3 0.3 2.5
-3.9 -3.3 0.8
1.0 -0.6 -1.2
-1.6 0.6 2.0
0.5 -1.0 -0.2
0.0 -0.5 0.1
-1.0 0.5 0.9
-1.8 -0.3 2.2
1.5 -0.1 -2.1
0.0 -0.1 0.0
-0.2 0.2 0.2
-0.3 0.0 0.7
0.0 0.1 0.0

Properties
Total charge ... +4
⟨S²⟩ ... 2.024
HOMO (spin up / spin down) ... -0.7940 / -0.7940 Eh
HOMO-LUMO gap (spin up / spin down) ... 7.0 / 3.5 eV
Multiplicity ... 3

Atom charges from the Mulliken analysis, given in e for atoms 1 to 4: atom 1 (Yb): 1.42, atom 2 (Ce): 1.42, atom 3 (Cl): -0.51, atom 4 (Cl): -0.26



[5]
A molecular structure, C22H21AsF9N4OPtS in a non-equilibrium geometry, computed with ωB97M-V/def2-TZVPD.

Geometry (Å):
Pt 0.059008 -0.262250 -0.611370
S 5.662548 -0.510377 4.313605
N 5.689366 -0.754638 2.718542
C 4.431633 -0.770672 2.291565
C 3.965491 -0.873975 0.932977
C 4.816826 -0.868614 -0.146571
C 4.220650 -1.091529 -1.398424
C 2.840423 -1.146144 -1.560853
N 2.037495 -0.962199 -0.508686
C 2.546755 -0.898741 0.734865
C 1.598092 -0.714379 1.871193
N 0.279699 -0.581078 1.547782
C -0.575837 -0.307638 2.509919
C -0.164661 -0.184015 3.856291
C 1.161587 -0.267988 4.225375
C 2.099488 -0.567593 3.215819
C 3.493175 -0.638919 3.430248
N 4.108842 -0.472172 4.596049
H 5.870030 -0.779507 -0.045603
H 4.886067 -1.185044 -2.238740
H 2.421691 -1.254726 -2.577842
H -1.612625 -0.171505 2.238781
H -0.903191 0.093322 4.589697
H 1.455727 -0.118475 5.272536
C -3.751084 -1.517423 0.896139
C -3.528038 -0.391338 -0.171321
As -2.095977 -0.824783 -1.548575
C -2.399079 0.151579 -3.240601
C -3.891565 -0.014540 -3.619830
C -2.269982 -2.738943 -1.973400
C -1.438245 -3.678950 -1.082705
H -4.409303 -1.117234 1.673375
H -2.835851 -1.877333 1.327158
H -4.322763 -2.378889 0.489084
H -3.183370 0.571686 0.202120
H -4.434948 -0.303770 -0.787437
H -1.760222 -0.298188 -3.989338
H -2.099611 1.189490 -3.096583
H -4.308303 -1.022099 -3.697515
H -3.961237 0.366874 -4.650985
H -4.525742 0.634159 -2.993993
H -2.081529 -2.845309 -3.037565
H -3.319644 -2.955532 -1.920091
H -0.388085 -3.657086 -1.350585
H -1.727273 -4.702198 -1.286882
H -1.580523 -3.490110 -0.018826
F 1.318199 2.433092 1.652582
C 0.211158 3.029377 1.043089
F 0.182216 4.270960 1.430052
F -0.823994 2.321086 1.541239
C 0.222299 2.922067 -0.480361
O -0.057101 1.670866 -0.990314
C 1.565157 3.334934 -1.082876
F 2.511297 2.396758 -0.771353
F 1.432675 3.365035 -2.398232
F 1.982015 4.504552 -0.578704
C -0.919805 3.808393 -1.055379
F -2.030519 3.643278 -0.359591
F -1.145603 3.417657 -2.320008
F -0.523879 5.070723 -1.008965

Cartesian forces, eV/Å:
0.3 0.6 0.3
0.2 -0.2 -0.1
-0.5 0.2 -0.7
0.7 -0.1 1.1
-1.4 0.1 0.7
-1.4 -0.8 -1.4
0.6 0.2 0.3
1.0 0.3 -0.6
0.0 -0.3 0.8
1.0 0.2 0.0
0.3 0.2 0.3
2.1 -0.1 -0.2
0.0 0.0 1.5
-0.2 0.4 -0.3
-0.4 -0.3 0.1
-1.2 -0.1 -1.1
0.0 0.3 -0.5
-0.2 0.0 0.2
0.8 0.1 0.1
-0.1 0.0 -0.4
0.0 0.0 0.8
0.0 0.0 0.0
-0.2 -0.1 0.1
0.0 -0.1 -0.5
-0.8 0.5 -1.0
0.5 -1.2 -0.6
-1.8 -0.8 -0.2
-0.7 -0.4 0.5
0.1 1.0 -0.5
0.5 0.1 0.2
-0.3 0.2 -0.5
0.3 0.1 0.0
0.4 -0.2 0.3
0.6 0.5 0.0
-0.4 0.0 0.2
0.3 0.4 0.2
0.3 -0.2 0.0
-0.2 0.0 0.0
0.4 0.0 0.4
-0.1 0.1 0.3
0.2 -0.4 -0.2
0.5 0.0 -0.1
-0.7 0.0 0.5
0.3 0.3 0.1
-0.3 -0.2 0.1
0.0 0.0 0.0
-0.7 0.4 -1.0
0.9 -1.1 1.3
-0.3 0.1 0.3
-0.1 0.4 -0.1
-0.2 -0.5 -0.2
-0.1 -0.8 0.2
1.0 0.5 0.4
-0.5 0.3 -0.2
0.5 0.3 0.2
-0.1 -0.8 -0.7
0.5 0.4 -0.6
-0.3 0.0 0.1
-0.2 0.5 0.4
-0.6 -0.1 -0.3

Properties
Total charge ... +3
⟨S²⟩ ... 6.044
HOMO (spin up / spin down) ... -0.6645 / -0.6972 Eh
HOMO-LUMO gap (spin up / spin down) ... 7.6 / 5.2 eV
Multiplicity ... 5

Atom charges from the Mulliken analysis, given in e for atoms 1 to 4: atom 1 (Pt): 1.79, atom 2 (S): 0.47, atom 3 (N): -0.56, atom 4 (C): 0.94



Listing total energy for the structures above in their given order: -830.591059 -4387.443428 -1475.304539 -3600.518934 -4796.153782 hartree.
Listing energy relative to the best compared isomer or geometry (same formula, charge and spin) for the structures above in their given order: 246.3 71.1 19.6 0.0 0.0 kJ/mol.